Below is one molecule with the formula C5H7P at a distorted geometry, with properties calculated with ωB97M-V/def2-TZVPD.

Positions of all 13 atoms, in Å:
C  -0.29  -1.53  0.35
C  2.62  -0.72  0.26
C  -0.65  -0.30  0.05
C  0.36  0.84  0.25
C  -1.83  0.40  -0.49
P  2.11  0.56  -0.59
H  -0.20  -2.52  0.59
H  3.53  -1.25  0.37
H  -0.09  1.75  -0.18
H  0.68  0.91  1.33
H  -2.81  -0.02  -0.38
H  -1.60  0.51  -1.56
H  -1.83  1.38  -0.01

The value obtained for the relative energy (zero: lowest compared OMol25 entry of this formula, charge and spin) is 5.294 eV. Its highest occupied orbital energy (spin up / spin down) is -8.008 / -8.128 eV. The value obtained for the frontier orbital gap (spin up / spin down) is 7.45 / 8.21 eV. The calculation puts the total energy at -535.81998 Eh.